Formula: C2H2N2O3
Source: the OMol25 dataset
Level of theory: ωB97M-V/def2-TZVPD

Values from the calculation:
total charge = 0
HOMO = -10.18 eV
ΔE to the lowest compared entry with this formula, charge and spin = 612.3 kJ/mol

Structure (XYZ):
```
9
Properties=species:S:1:pos:R:3:nbo_charge:R:1
C -0.09490 -1.01454 -0.04071 -0.151
C -1.36854 -0.20034 -0.07567 0.689
N 0.40013 1.11630 -0.11092 -0.099
N 0.84937 -0.10004 -0.09282 0.162
O 2.43425 -0.17484 -0.04191 -0.531
O -2.52498 -0.55677 0.01748 -0.523
O -0.96605 1.17273 0.06513 -0.294
H 0.17419 -2.15397 -0.05247 0.289
H 1.09653 1.91147 0.33189 0.456
```

Formula: C8H7F3MgO4
Source: the OMol25 dataset
Level of theory: ωB97M-V/def2-TZVPD

Values from the calculation:
total charge = +2
HOMO = -15.35 eV
ΔE to the lowest compared entry with this formula, charge and spin = 0.0 kJ/mol

Structure (XYZ):
```
23
Properties=species:S:1:pos:R:3:nbo_charge:R:1
O -0.81265 -2.65462 0.20606 -0.321
C 0.14559 -1.97616 0.05218 0.727
O 1.37608 -2.54300 -0.51827 -0.410
C 2.20824 -1.58228 -0.53074 0.851
O 3.40320 -1.65988 -0.86801 -0.866
C 1.67869 -0.32535 -0.10729 -0.332
C 2.50900 0.90567 -0.18622 1.016
F 3.50796 0.71729 -1.19366 -0.475
F 3.15832 1.10620 0.93488 -0.251
F 1.84587 1.97452 -0.51163 -0.243
C 0.41338 -0.51853 0.29005 0.177
C -0.60458 0.39808 0.80785 -0.479
C -1.79478 0.40062 -0.18045 -0.416
C -3.00098 1.19384 0.33263 -0.062
O -4.05501 0.34785 0.72062 -0.678
H -0.89474 0.08803 1.80813 0.282
H -0.18086 1.38593 0.87216 0.247
H -1.42577 0.83918 -1.10282 0.214
H -2.11020 -0.59937 -0.43618 0.232
H -3.39145 1.75920 -0.49996 0.206
H -2.74543 1.89540 1.12315 0.174
H -3.71303 -0.41709 1.17951 0.462
Mg 4.48314 -0.73554 -2.19199 1.946
```

Formula: C32H65NO13P
Source: the OMol25 dataset
Level of theory: ωB97M-V/def2-TZVPD

Values from the calculation:
total charge = -1
HOMO = -3.63 eV

Structure (XYZ):
```
112
Properties=species:S:1:pos:R:3:lowdin_charge:R:1
O 5.25108 -7.78428 5.04156 -0.519
P 4.14555 -6.84065 5.41195 0.418
N 2.98869 -7.24468 6.45261 -0.296
C 1.73595 -7.70007 5.89988 -0.324
C 1.06572 -6.79174 4.87189 -0.559
O 0.69298 -7.13113 3.77783 0.066
O 0.90334 -5.50443 5.28532 0.032
H 4.71221 -5.66337 5.96668 -0.030
H 3.51807 -6.35754 4.22235 0.001
H 1.77402 -8.68235 5.39717 0.099
H 1.00219 -7.81543 6.71944 0.097
H 0.80938 -4.96365 4.48070 0.087
C 1.16987 -2.23370 6.02750 -0.012
C 0.90359 -2.00489 4.56746 -0.472
O 1.03394 -2.88548 3.74234 0.067
C 0.46073 -0.62006 4.16463 -0.020
H 1.48594 -3.26059 6.17997 0.056
H 1.94612 -1.55725 6.38872 0.097
H 0.26696 -2.03491 6.60698 0.095
H 1.23096 0.10447 4.43908 0.086
H -0.47187 -0.35280 4.66080 0.056
H 0.31248 -0.59596 3.08732 0.054
C 2.01398 -4.71103 8.32950 -0.043
C 1.08675 -3.78073 9.04754 -0.510
O 1.30240 -2.59181 9.17540 0.032
C -0.17501 -4.39946 9.61049 -0.026
H 2.88323 -4.16887 7.96357 0.085
H 2.34956 -5.51304 8.98864 0.090
H 1.50703 -5.17291 7.48152 0.052
H 0.08225 -5.18434 10.32411 0.080
H -0.74740 -4.86259 8.80424 0.084
H -0.77655 -3.63694 10.10156 0.073
C -5.09381 0.02402 4.57387 -0.020
C -3.72731 0.54312 4.92892 -0.490
O -2.72981 -0.13055 4.80422 0.057
C -3.66311 1.97036 5.41874 -0.017
H -5.02279 -1.01214 4.25029 0.084
H -5.76189 0.09772 5.43375 0.090
H -5.51489 0.64362 3.78292 0.052
H -4.26695 2.08211 6.32108 0.086
H -4.08299 2.63655 4.66251 0.076
H -2.63209 2.24460 5.63021 0.080
C -7.96598 4.25924 2.27768 -0.025
C -6.94593 3.14815 2.33085 -0.492
O -6.77156 2.49636 3.33578 0.056
C -6.15676 2.89281 1.07096 -0.015
H -8.46731 4.34729 3.23841 0.081
H -7.47670 5.20290 2.02950 0.085
H -8.70035 4.05426 1.49660 0.085
H -5.60989 3.79250 0.78257 0.089
H -6.83278 2.64424 0.25069 0.088
H -5.45429 2.07639 1.22090 0.078
C -1.50478 -0.00608 0.80923 -0.012
C -1.65704 1.06576 -0.23522 -0.499
O -2.74245 1.47473 -0.58923 0.041
C -0.38042 1.61964 -0.82099 -0.019
H -2.48369 -0.32909 1.15638 0.085
H -0.96065 -0.86269 0.40822 0.097
H -0.94127 0.38516 1.65688 0.069
H 0.19188 0.81787 -1.29132 0.089
H 0.23951 2.04315 -0.02865 0.086
H -0.61140 2.38665 -1.55712 0.073
C -2.77546 2.19770 -5.20979 -0.024
C -2.50087 0.74425 -4.90957 -0.500
O -1.63862 0.12837 -5.49604 0.060
C -3.34627 0.10418 -3.83822 -0.019
H -2.09221 2.55245 -5.97514 0.038
H -3.80996 2.31476 -5.54130 0.086
H -2.64514 2.79637 -4.30573 0.085
H -4.40256 0.15712 -4.11034 0.085
H -3.22748 0.64158 -2.89461 0.061
H -3.05621 -0.93565 -3.70380 0.084
C 6.60627 -3.76146 1.50109 -0.031
C 6.42955 -4.01866 2.98379 -0.500
O 5.95048 -5.03976 3.40002 0.069
C 6.88746 -2.91681 3.91714 -0.029
H 6.24125 -4.61936 0.94138 0.080
H 6.05228 -2.86775 1.20635 0.077
H 7.66016 -3.59162 1.27027 0.076
H 6.34384 -1.99359 3.70507 0.077
H 7.95164 -2.71750 3.77316 0.076
H 6.70612 -3.22147 4.94527 0.080
C 0.96201 5.67862 -7.54654 -0.015
C 0.30531 4.84940 -6.47692 -0.481
O -0.65881 4.15129 -6.70020 0.052
C 0.92461 4.91683 -5.10146 -0.013
H 0.43396 5.54901 -8.48886 0.083
H 0.95716 6.73303 -7.26377 0.089
H 2.00206 5.36857 -7.65298 0.052
H 0.91042 5.94516 -4.73524 0.085
H 1.96810 4.60039 -5.15125 0.087
H 0.37735 4.27407 -4.41573 0.074
C 6.13924 5.80061 -9.20257 -0.023
C 5.09309 4.82310 -8.72757 -0.492
O 4.16821 5.17341 -8.03040 0.055
C 5.25648 3.38935 -9.16471 -0.020
H 5.91474 6.79516 -8.82538 0.081
H 7.12591 5.48907 -8.85492 0.086
H 6.16517 5.81769 -10.29366 0.086
H 6.21440 2.99937 -8.81570 0.086
H 5.25406 3.32884 -10.25459 0.087
H 4.44734 2.78441 -8.76333 0.084
C -2.51258 0.28913 -10.23517 -0.026
C -2.34017 1.78624 -10.34130 -0.504
O -2.21593 2.33581 -11.41271 0.059
C -2.32602 2.54713 -9.04154 -0.030
H -2.50455 -0.15628 -11.22724 0.078
H -1.71016 -0.13653 -9.62995 0.086
H -3.45404 0.05640 -9.73403 0.083
H -1.51184 2.19673 -8.40571 0.079
H -3.26141 2.38492 -8.50228 0.085
H -2.19504 3.60947 -9.23069 0.079
```

Formula: C12H26N8O3
Source: the OMol25 dataset
Level of theory: ωB97M-V/def2-TZVPD

Values from the calculation:
total charge = 0
HOMO = -8.51 eV
SMILES = [H]/N=C(/N)NCCC[C@H](NC(=O)[C@@H](N)CCCN/C(N)=N/[H])C(=O)O
ΔE to the lowest compared entry with this formula, charge and spin = 196.4 kJ/mol

Structure (XYZ):
```
49
Properties=species:S:1:pos:R:3:nbo_charge:R:1
H -1.15770 0.93381 -1.10716 0.384
N -1.41741 1.88934 -1.49523 -0.879
C -0.66455 2.86683 -1.10468 0.604
N -0.65212 4.09413 -1.80247 -0.842
N 0.18164 2.89154 -0.00910 -0.655
C -0.02424 1.88317 1.08266 -0.229
C 1.17981 1.75745 1.99142 -0.408
C 2.46497 1.56357 1.25207 -0.407
C 2.45365 0.58277 0.06175 -0.166
N 1.87944 -0.70108 0.53389 -0.642
C 1.60780 -1.79410 -0.27923 0.705
O 2.11466 -1.94709 -1.37897 -0.655
C 0.73304 -2.90487 0.30497 -0.144
N -0.00800 -2.36701 1.47891 -0.879
C -0.22288 -3.42356 -0.80456 -0.400
C -1.04764 -2.33019 -1.57581 -0.418
C -2.25632 -1.61789 -0.96398 -0.213
N -1.88677 -0.48752 -0.07764 -0.733
C -2.92818 0.13612 0.60812 0.594
N -3.95594 0.77020 -0.19219 -0.873
N -2.93479 0.07280 1.89348 -0.720
H -3.80255 0.47867 2.27314 0.352
C 3.94703 0.49002 -0.44005 0.803
O 4.67694 1.46883 -0.41131 -0.571
O 4.36378 -0.79713 -0.70097 -0.709
H 0.12596 4.70108 -1.73026 0.381
H -1.06811 3.97821 -2.76913 0.403
H 0.63703 3.72614 0.29227 0.385
H -0.18725 0.97223 0.47784 0.207
H -0.92925 2.11231 1.63853 0.214
H 1.26560 2.58428 2.69589 0.222
H 1.16806 0.80993 2.60304 0.199
H 3.23843 1.26848 1.96262 0.219
H 2.87688 2.51691 0.87709 0.238
H 1.81706 0.94212 -0.74498 0.236
H 1.24342 -0.70606 1.35128 0.428
H 1.37788 -3.74244 0.63448 0.222
H -0.89672 -2.87281 1.63353 0.390
H 0.48591 -2.45668 2.38320 0.386
H 0.25488 -4.08074 -1.53009 0.245
H -0.92420 -4.13440 -0.31969 0.203
H -1.43728 -2.80805 -2.42726 0.221
H -0.35552 -1.48934 -1.92252 0.219
H -2.69464 -2.37224 -0.31027 0.166
H -2.98089 -1.37182 -1.75519 0.210
H -1.14653 -0.90188 0.61444 0.435
H -4.63224 0.10144 -0.60561 0.370
H -3.48104 1.02171 -1.06814 0.398
H 3.59892 -1.30721 -1.11818 0.508
```